Formula: C21H27N3O2
Source: the OMol25 dataset
Level of theory: ωB97M-V/def2-TZVPD

Each line ends with the Mulliken charge.
Geometry (Å):
O1 0.903645 2.617982 0.943993  -0.619
O2 2.542526 -5.126201 -3.193772  -0.451
N1 0.638658 -1.539005 1.634147  -1.249
N2 0.384897 -1.416446 0.323004  0.714
N3 -0.922727 2.438099 2.263461  0.042
C1 1.283744 -2.005118 -1.871215  -0.158
C2 -3.411124 -0.075042 -0.452942  -2.015
C3 1.689655 -4.600713 -0.965081  -0.272
C4 -0.429327 -0.358415 0.077548  0.880
C5 -1.397368 5.731349 0.584454  -0.832
C6 0.270650 2.968444 1.916410  0.403
C7 -0.157413 5.314577 2.704884  -0.581
C8 -0.268104 5.710107 1.265672  0.098
C9 1.149556 -3.645898 -0.124321  -0.885
C10 -0.000295 -0.557260 2.232529  -1.459
C11 2.797571 -6.453429 -2.803765  -0.842
C12 -2.765023 1.548000 -2.231465  -2.177
C13 -2.309093 0.870269 -0.937011  2.228
C14 -1.592669 1.404211 1.482341  0.168
C15 -2.010076 1.956215 0.107964  -1.656
C16 1.813565 -2.958401 -2.713401  -0.846
C17 -1.017323 0.076707 -1.213362  -1.594
C18 2.017692 -4.267934 -2.275607  0.887
C19 -0.701861 0.220763 1.298587  0.285
C20 0.930254 -2.347759 -0.568831  0.004
C21 0.739689 4.075744 2.851599  -1.129
H1 -1.394970 2.797146 3.075458  0.351
H2 -2.022690 2.267140 -2.569994  0.419
H3 -1.433132 6.008399 -0.454985  0.292
H4 3.522114 -6.499767 -1.984385  0.337
H5 0.900035 -3.891617 0.895564  0.475
H6 -4.295000 0.488651 -0.162254  0.440
H7 -3.692101 -0.762247 -1.248509  0.442
H8 3.216257 -6.943030 -3.681668  0.238
H9 0.281471 6.135854 3.278701  0.360
H10 1.847560 -5.598223 -0.587141  0.391
H11 -2.479240 1.110160 2.058494  0.649
H12 -1.152752 5.115055 3.108837  0.297
H13 0.731737 3.723219 3.884860  0.345
H14 -1.184517 2.567118 -0.259907  0.463
H15 0.062180 -0.438997 3.296462  0.559
H16 -3.077626 -0.661441 0.399186  0.388
H17 0.667025 5.960395 0.783629  0.291
H18 -0.312859 0.730902 -1.735716  0.480
H19 -2.882194 2.602269 0.229268  0.514
H20 -3.704544 2.073757 -2.076717  0.464
H21 1.172519 -0.991544 -2.217824  0.426
H22 1.878744 -6.969512 -2.506543  0.336
H23 1.763982 4.326306 2.573957  0.372
H24 -2.341000 5.476880 1.040574  0.226
H25 2.092448 -2.708401 -3.724642  0.420
H26 -1.229417 -0.783046 -1.854422  0.655
H27 -2.912057 0.809325 -3.016579  0.425

Cartesian forces (eV/Å) of the 3 atoms listed first:
O 0.2 -0.1 -0.3
O -0.1 0.3 -0.1
N 0.5 -0.4 0.5

Results
- Relative energy (zero: lowest compared OMol25 entry of this formula, charge and spin): 206.8 kJ/mol
- Charge: 0
- Molecular weight: 353.466 g mol⁻¹
- Structure (SMILES): C=CCCC(=O)N[C@H]1CC(C)(C)Cc2c1cnn2-c1ccc(OC)cc1
- E_LUMO: 0.7 eV
- DFT total energy: -1131.15945 Eh
- HOMO: -0.2891 Eh